No. 1
{"formula": "C30H46N3O5", "method": "the ωB97M-V functional and the def2-TZVPD basis", "elements": ["N", "H", "H", "C", "H", "C", "H", "N", "H", "C", "H", "C", "C", "H", "H", "H", "C", "C", "C", "H", "H", "C", "H", "H", "C", "H", "C", "H", "C", "H", "O", "O", "H", "C", "H", "C", "H", "N", "H", "C", "H", "H", "C", "H", "H", "C", "O", "H", "H", "H", "H", "C", "H", "H", "H", "O", "C", "H", "C", "H", "C", "H", "H", "H", "C", "C", "C", "C", "H", "C", "H", "O", "H", "C", "C", "H", "H", "C", "H", "C", "H", "H", "H", "H"], "coordinates": [[1.019, 0.451, 3.535], [-2.539, -7.145, -1.531], [2.224, 7.422, -4.368], [5.460, 3.822, 1.320], [-1.191, 3.400, 6.891], [5.948, 2.824, 3.933], [1.179, -0.114, 0.345], [0.071, 2.497, 2.331], [-2.827, -8.464, -2.866], [1.680, 3.663, 3.593], [5.890, 4.098, 0.241], [2.279, 5.738, -3.025], [3.828, 4.011, 1.628], [-1.096, 0.772, 3.242], [6.643, 2.397, 4.791], [2.017, 1.806, 1.380], [0.306, 0.699, 0.377], [-0.124, 1.448, 3.402], [-4.948, -10.143, -2.020], [1.543, -0.619, -1.795], [-1.296, 0.949, -1.303], [-1.368, -5.381, -3.420], [-1.217, 3.431, 0.773], [-2.452, -3.475, -4.042], [-1.739, -3.795, -3.140], [0.541, -3.456, -3.020], [-2.735, -6.287, -3.746], [-1.586, -1.474, -1.450], [-0.436, -2.799, -3.066], [-0.869, -5.914, -2.482], [0.486, 3.698, 2.760], [-3.057, 3.042, 3.905], [1.955, 0.898, 3.449], [6.528, 3.245, 2.443], [0.067, -2.279, -0.901], [3.247, 3.600, 3.105], [-0.678, -5.536, -4.382], [4.433, 5.187, -2.087], [-6.646, -8.677, -2.430], [3.107, 4.970, -2.223], [0.399, -0.164, -3.238], [4.674, 7.864, -4.144], [-0.114, 0.953, -1.199], [-2.894, 2.762, 7.403], [-4.772, -9.947, -0.877], [4.205, 7.047, -3.609], [1.496, 3.759, 4.940], [-3.643, -5.550, -3.873], [-5.757, -11.007, -2.167], [-2.622, -6.902, -4.743], [2.714, 4.135, -1.650], [2.842, 6.797, -3.730], [0.858, 2.920, 0.338], [-1.904, 1.693, 6.202], [-0.275, 1.900, 4.498], [-2.283, 5.000, 2.592], [-3.100, -7.358, -2.559], [-0.415, -2.207, -4.102], [-4.723, -7.389, -2.178], [-2.315, -3.742, -2.120], [4.953, 6.221, -2.784], [-5.295, -6.466, -2.654], [0.256, 1.978, -1.627], [0.899, -0.377, 2.914], [4.345, 3.019, 4.220], [-0.495, -1.722, -1.793], [-2.266, 3.672, 2.821], [-2.139, 2.807, 6.480], [-1.954, 1.814, 1.541], [-2.799, 3.671, 5.209], [1.220, 5.517, -3.099], [-3.106, 4.961, 5.518], [-4.863, -7.333, -1.007], [-1.336, 2.779, 1.756], [0.895, 2.031, 1.133], [6.021, 6.373, -2.659], [-5.417, -8.901, -3.880], [-5.489, -8.740, -2.707], [3.922, 2.693, 5.286], [0.424, -0.359, -2.084], [-3.928, -10.405, -2.548], [3.054, 4.390, 0.820], [-0.604, 0.186, 0.937], [7.682, 3.115, 2.277]], "lumo_energy_ev": -4.37, "charge": 1, "de_lowest_kcal_mol": 242.75, "molar_mass_g_mol": 528.7, "orbital_gap_ev": 7.36}

***

No. 2
{"formula": "C30H47AsClINO5P3SSr", "method": "the ωB97M-V functional and the def2-TZVPD basis", "elements": ["Cl", "H", "C", "H", "O", "C", "H", "H", "H", "O", "H", "C", "H", "H", "O", "O", "H", "H", "C", "C", "H", "H", "C", "H", "H", "H", "H", "H", "H", "C", "C", "H", "P", "C", "S", "H", "C", "Sr", "H", "H", "P", "H", "C", "H", "C", "H", "H", "H", "H", "C", "H", "H", "H", "C", "H", "H", "C", "N", "H", "H", "C", "C", "C", "H", "H", "H", "H", "C", "C", "C", "I", "C", "C", "H", "O", "C", "H", "C", "C", "C", "H", "H", "As", "H", "H", "H", "C", "P", "H", "C", "C"], "coordinates": [[0.185, 4.276, 6.405], [-4.256, 2.671, -1.666], [-1.158, -1.259, -4.717], [-1.206, -3.683, -1.411], [0.841, 0.053, -1.942], [3.398, -2.605, -0.908], [4.702, 1.315, 0.637], [-4.236, 0.936, -1.966], [-2.596, 3.106, 0.765], [0.189, -0.073, 2.504], [2.722, -3.370, 1.026], [1.994, 3.028, -0.744], [0.041, -1.162, -6.495], [2.776, 1.459, 2.212], [2.208, 0.745, -0.059], [2.299, -1.663, -0.845], [-1.289, -2.320, -4.747], [4.019, -4.026, -2.391], [2.772, 2.060, 0.129], [2.515, 2.336, 1.603], [-2.031, 3.994, -3.194], [-1.842, -2.070, 5.253], [4.651, -1.978, -0.325], [3.791, -4.431, 0.084], [5.080, -1.261, -1.003], [4.679, 3.004, 0.104], [4.473, 1.711, -1.136], [-4.677, -3.271, 2.989], [-0.487, -3.719, 3.253], [-1.029, 1.550, -4.669], [-2.051, 3.150, 1.720], [-0.062, -2.480, -2.038], [-2.243, -1.590, -2.246], [-0.713, 3.109, 4.120], [-3.371, -0.966, 1.290], [5.332, -2.816, -0.205], [-3.675, -3.687, 2.848], [-0.793, 0.045, 0.488], [-2.819, 5.078, 2.273], [2.113, -4.277, -0.381], [2.271, -0.111, -1.427], [-3.646, -4.234, 1.887], [0.717, 1.724, 5.586], [1.308, 1.682, 6.499], [0.689, 0.645, 4.697], [3.161, 3.175, 1.870], [-3.456, -3.181, -3.612], [-3.512, -1.441, 4.979], [3.936, -2.337, -2.969], [-2.156, 4.268, 2.558], [-1.116, 2.645, -4.650], [0.093, 1.371, -6.521], [-2.086, -0.461, 4.547], [-2.484, -1.479, 4.598], [-1.495, 4.050, -1.504], [-0.936, -3.499, -3.197], [-0.425, 0.810, -5.718], [-1.284, 2.110, 1.953], [-4.162, 2.054, -3.345], [2.453, -3.215, -2.714], [-0.702, -3.111, 2.362], [-1.450, 4.285, 3.767], [3.463, -3.095, -2.342], [-0.371, 3.449, -2.699], [4.475, -1.538, 0.675], [-4.493, -1.777, -3.140], [-1.415, 5.136, 4.429], [0.060, 0.815, 3.439], [-3.870, 1.893, -2.315], [-3.723, -2.478, -2.817], [1.735, -1.165, 4.845], [-1.668, -0.568, -3.629], [0.058, 2.936, 5.321], [1.470, 2.648, 1.780], [3.506, 0.139, -2.199], [-1.607, 0.863, -3.593], [2.250, 2.847, -1.793], [-1.016, -2.969, -2.240], [-0.680, 2.024, 3.159], [-1.435, 3.492, -2.436], [0.104, -2.379, 2.251], [-3.433, -4.368, 3.660], [-2.400, -2.222, 2.790], [-0.847, -3.738, 1.487], [0.937, 2.883, -0.576], [2.308, 4.026, -0.447], [2.953, -3.725, 0.024], [-2.050, 1.786, -2.135], [-4.088, -3.019, -1.932], [-0.440, -0.574, -5.722], [4.254, 2.011, -0.107]], "lumo_energy_ev": -0.34, "de_lowest_kcal_mol": 0.00, "molar_mass_g_mol": 951.6, "orbital_gap_ev": 7.26}

***

No. 3
{"formula": "C30H47BrCl2HoN3O6Si", "method": "the ωB97M-V functional and the def2-TZVPD basis", "elements": ["O", "H", "H", "H", "H", "C", "Ho", "C", "H", "C", "C", "H", "H", "H", "C", "H", "C", "C", "H", "C", "O", "H", "C", "H", "H", "H", "C", "C", "H", "C", "H", "C", "Si", "N", "H", "C", "C", "H", "H", "H", "H", "H", "C", "H", "H", "C", "N", "C", "O", "C", "H", "Cl", "Br", "C", "H", "C", "H", "H", "H", "H", "C", "H", "N", "H", "O", "H", "C", "C", "H", "H", "C", "H", "O", "C", "H", "O", "C", "H", "H", "H", "H", "Cl", "C", "H", "H", "H", "H", "C", "H", "H", "C"], "coordinates": [[-1.056, 0.055, 2.176], [3.485, 0.019, -2.920], [-2.773, 2.787, -0.824], [2.398, 2.396, -3.317], [0.818, 3.617, 0.424], [0.683, 1.832, -6.238], [1.390, 0.152, 0.325], [2.509, -1.829, -3.099], [-1.512, -5.235, 0.144], [-0.918, -0.264, 3.378], [2.518, 1.704, 7.166], [2.635, -2.151, -0.967], [-1.760, -3.605, -0.586], [-3.752, 0.436, 4.660], [-1.130, -4.438, 2.472], [0.516, -1.189, -4.672], [3.199, 0.657, 6.531], [0.813, -0.154, -4.870], [-0.359, -0.594, 5.799], [-1.038, 5.333, 0.026], [1.978, 0.017, -1.607], [3.871, 0.024, 7.121], [2.426, -0.305, -2.864], [-4.050, 0.393, -4.868], [-3.609, 0.072, -0.800], [-2.069, -0.558, 6.332], [-1.056, -4.257, -0.046], [1.461, 2.236, 5.038], [1.620, -3.334, -1.837], [2.874, -3.771, -4.703], [-0.440, 5.727, 0.858], [-1.293, -0.015, 5.770], [-2.774, -0.652, -3.013], [-0.706, -3.722, 1.269], [-1.034, 0.859, -2.094], [1.946, 0.908, 2.941], [-0.122, 3.100, 0.155], [1.605, 3.587, -5.407], [-1.739, -3.775, 3.106], [-3.113, 0.901, 3.047], [-1.699, -5.317, 2.157], [-3.846, -1.682, -1.041], [1.895, 1.859, -4.127], [-3.138, -0.996, -5.438], [-2.029, 5.781, 0.037], [-3.742, -0.623, -4.600], [-1.702, 0.156, 4.383], [-3.152, -0.855, -1.179], [1.745, 1.824, 2.081], [2.690, -2.334, -4.332], [-0.526, 5.605, -0.906], [3.938, 0.536, 0.357], [0.052, 3.151, 4.127], [3.035, 0.421, 5.163], [-2.394, 1.792, -2.740], [1.633, 2.490, 6.411], [-4.643, -1.240, -4.549], [1.045, 3.274, 6.889], [3.883, -4.152, -4.473], [-2.815, 1.944, 4.478], [1.418, 2.525, -5.261], [-2.242, -1.041, -0.572], [-1.202, 3.888, 0.146], [-1.203, 1.067, -3.854], [1.902, -0.331, 2.603], [3.395, -3.412, -1.970], [0.332, 0.505, -6.006], [2.539, -2.727, -1.897], [-2.716, 2.629, 0.955], [2.748, -3.842, -5.794], [2.214, 1.247, 4.381], [-0.116, -0.933, 3.727], [0.456, -1.938, 0.437], [1.694, 0.481, -3.987], [-3.242, 4.181, 0.206], [-0.164, 1.863, -0.054], [-2.561, 3.325, 0.115], [-1.115, 0.961, 6.253], [2.762, -1.649, -5.180], [-0.315, -0.038, -6.699], [-0.253, -4.739, 3.060], [-1.483, -2.226, -3.167], [-1.756, 0.927, -2.912], [0.466, -2.526, 2.418], [2.680, 1.938, 8.229], [2.155, -4.464, -4.236], [3.515, -0.438, 4.700], [0.119, -2.686, 1.386], [-0.167, -4.375, -0.687], [0.387, 2.322, -7.164], [-2.917, 0.907, 4.123]], "lumo_energy_ev": [0.19, 0.19], "s2": 6.00, "de_lowest_kcal_mol": 0.00, "molar_mass_g_mol": 889.5, "multiplicity": 5, "orbital_gap_ev": [7.55, 7.56]}

***

No. 4
{"formula": "C30H47BrHgN4OP2", "method": "the ωB97M-V functional and the def2-TZVPD basis", "elements": ["C", "H", "C", "H", "C", "H", "C", "Hg", "H", "Br", "H", "C", "C", "H", "C", "P", "H", "C", "H", "H", "C", "H", "C", "H", "C", "H", "H", "C", "H", "C", "H", "H", "H", "H", "H", "H", "H", "H", "C", "H", "C", "C", "C", "H", "H", "C", "H", "H", "H", "C", "C", "H", "C", "C", "H", "H", "H", "H", "N", "N", "C", "N", "C", "C", "H", "H", "H", "H", "H", "H", "O", "H", "P", "H", "C", "C", "C", "H", "N", "H", "H", "C", "H", "H", "H", "C"], "coordinates": [[2.653, 0.299, -2.617], [-0.042, 2.890, 4.822], [-1.795, -1.448, 3.515], [-0.981, -3.478, 3.424], [0.460, 2.554, 0.307], [-2.885, 0.439, 3.424], [0.336, 4.630, -1.532], [-0.714, -0.498, -0.340], [0.264, 5.412, -2.281], [-3.806, -2.565, -0.587], [-1.772, -3.267, -1.966], [-0.148, 3.323, -1.800], [1.658, -0.033, 5.250], [1.786, -0.827, 2.265], [-1.052, -1.057, 4.693], [1.924, -0.882, -0.118], [-3.145, 0.923, -2.633], [-1.520, -2.833, -2.950], [2.480, -0.672, -3.096], [1.772, -4.657, -0.325], [2.915, 0.543, 5.463], [3.043, 1.265, 1.889], [3.591, 0.313, 1.895], [-3.705, 0.019, 1.077], [0.833, 4.859, -0.283], [-1.762, -3.536, -4.997], [1.754, 0.918, -2.723], [-1.726, -0.227, -5.537], [-1.009, -0.048, -6.355], [-2.316, -3.526, -4.049], [4.424, 0.365, 1.181], [0.544, -3.528, 0.275], [1.550, -1.116, 5.239], [-0.367, 0.522, -3.998], [2.306, 3.741, 5.018], [4.020, 0.194, 2.898], [-0.431, -2.996, -3.112], [-1.802, -3.836, 1.033], [-1.546, -2.705, 2.888], [1.860, 5.102, 2.002], [2.653, -0.851, 1.585], [-2.022, -2.936, 1.605], [2.084, 2.674, 5.135], [-1.330, 2.251, -3.131], [-2.304, -1.123, -5.812], [-3.371, -0.152, -2.567], [3.462, 0.797, -3.168], [-4.380, -0.304, -4.508], [-2.403, 0.635, -5.500], [2.268, -2.589, -0.707], [-2.763, -1.930, 0.951], [4.068, -0.276, -1.072], [-2.643, -0.491, 2.890], [0.773, 2.202, 5.011], [3.778, -0.104, 5.676], [2.281, 3.386, 2.152], [3.092, 1.146, -0.674], [-5.367, 0.231, -3.138], [3.113, 1.866, 5.419], [0.894, 3.860, 0.632], [3.050, 0.152, -1.149], [-0.106, 2.340, -0.905], [0.532, 0.812, 5.085], [-3.128, -0.737, 1.609], [0.712, 3.953, 2.735], [-3.297, -3.070, -4.216], [3.175, -1.805, 1.759], [2.081, -3.725, 1.145], [3.363, -2.714, -0.732], [-0.140, -1.177, -4.455], [0.642, 1.638, 1.148], [-1.635, 0.990, 5.078], [-1.745, -1.008, -2.751], [1.214, 5.816, 0.068], [-0.804, 0.274, 4.965], [1.467, 4.087, 1.956], [1.624, -3.679, 0.150], [-4.982, -1.477, -3.290], [-0.664, 3.021, -3.023], [-0.568, -1.863, 5.260], [-3.651, -0.336, -1.518], [-4.576, -0.467, -3.440], [1.911, -2.638, -1.748], [-2.466, -4.571, -3.759], [-0.632, 3.726, -3.754], [-0.904, -0.407, -4.256]], "lumo_energy_ev": -6.64, "charge": 2, "molar_mass_g_mol": 822.2, "orbital_gap_ev": 5.82}

***

No. 5
{"formula": "C30H48AlBrIO18", "method": "the ωB97M-V functional and the def2-TZVPD basis", "elements": ["Al", "H", "C", "H", "C", "H", "O", "H", "C", "H", "O", "C", "H", "H", "H", "C", "O", "H", "H", "H", "H", "O", "O", "C", "O", "C", "H", "C", "C", "H", "C", "O", "H", "H", "O", "C", "H", "O", "H", "H", "H", "C", "C", "C", "C", "H", "O", "C", "O", "I", "H", "H", "H", "C", "H", "H", "H", "H", "C", "H", "H", "H", "H", "O", "H", "C", "C", "H", "O", "H", "C", "H", "C", "H", "H", "C", "C", "O", "H", "H", "C", "C", "O", "H", "H", "H", "H", "H", "C", "C", "C", "O", "H", "C", "H", "H", "Br", "O", "O"], "coordinates": [[1.209, -0.543, -2.670], [-4.359, 0.208, -3.573], [2.120, -3.145, -6.597], [1.721, 3.155, -0.918], [4.114, -4.095, -7.049], [-2.135, -1.570, -2.366], [1.272, 0.961, 6.653], [-9.625, 3.339, 0.611], [2.413, 3.295, -1.747], [3.386, -1.865, -0.543], [-7.334, -0.026, 1.772], [4.069, 4.737, 6.456], [1.104, 2.362, -3.233], [-1.613, -5.344, 0.713], [-0.392, -1.065, -4.597], [-8.620, 2.945, 0.750], [-7.203, 1.322, -0.032], [-2.497, -1.452, -4.059], [3.581, -5.801, -5.799], [-1.298, 0.763, -2.391], [-0.050, -7.100, 2.682], [1.633, -6.785, -0.763], [4.737, 5.415, 5.742], [3.149, -5.150, -6.556], [0.095, -7.576, 0.686], [2.100, -2.348, -3.174], [1.137, -2.397, 4.767], [2.393, -3.128, -1.978], [0.806, -6.590, 0.064], [4.662, -4.403, -7.937], [2.658, 5.819, 2.206], [2.052, 5.364, 0.991], [1.341, -2.894, -3.736], [0.044, 0.680, -4.682], [3.250, -2.998, -7.344], [3.409, -2.788, -1.110], [-4.551, -1.439, -3.052], [-0.339, -0.115, 5.496], [1.773, 5.577, 4.188], [2.875, 0.933, -1.409], [2.516, 6.898, 2.294], [2.608, 0.925, -2.464], [0.946, 0.199, 5.794], [-8.026, 2.381, -0.519], [-4.324, -0.121, -1.417], [-2.045, 1.098, -3.915], [4.546, 3.998, 7.487], [-3.503, 1.039, -0.852], [0.434, -5.369, 0.523], [0.270, -0.865, -0.221], [2.755, 2.628, -3.748], [-2.501, 0.734, -0.560], [-4.261, -0.949, -0.710], [-0.731, -5.537, 1.327], [2.272, 4.328, -2.083], [-5.366, 0.207, -1.423], [2.335, 4.063, 3.459], [3.722, 5.600, 2.213], [1.065, -1.438, 4.251], [-1.597, -7.458, 1.887], [2.983, -2.165, -3.775], [2.249, 2.612, 6.639], [-0.512, -0.191, 3.439], [2.726, 4.601, 6.344], [-8.782, 1.962, -1.187], [-2.513, -0.882, -3.124], [-0.627, -6.981, 1.762], [-0.724, -4.841, 2.163], [2.093, -4.369, -6.005], [1.456, -1.548, 3.241], [-0.325, -0.869, 4.273], [-3.383, 1.862, -1.556], [3.427, 3.511, 8.235], [-7.432, 3.107, -1.069], [3.244, 4.188, 9.073], [-1.571, 0.298, -3.338], [0.803, 4.917, 1.284], [0.621, 4.841, 2.625], [-1.094, -1.637, 4.283], [3.624, 2.514, 8.621], [-7.687, 0.938, 1.177], [2.314, 3.537, 7.214], [-8.637, 1.809, 1.615], [4.249, -3.446, -0.913], [1.341, 3.748, 7.650], [-3.980, 1.408, 0.060], [2.750, -5.763, -7.368], [4.825, -3.786, -6.280], [-0.234, -0.149, -4.030], [2.141, 2.335, -2.897], [1.889, 5.038, 3.253], [1.279, -2.321, -6.473], [1.735, -3.976, -1.769], [-3.982, -0.522, -2.855], [-7.994, 3.720, 1.197], [3.424, 3.219, -1.347], [4.306, 0.492, -3.410], [1.812, -0.459, 4.987], [-0.018, 4.629, 0.477]], "lumo_energy_ev": 1.98, "charge": -1, "molar_mass_g_mol": 930.5, "orbital_gap_ev": 5.24}